[1]
Below is a 3-piece molecular cluster, C34H64BFO14P2S overall, with properties calculated with ωB97M-V/def2-TZVPD.

Values from the calculation:
**SMILES**: CC[C@@H](F)[C@@H]1OS(=O)(=O)[C@H](Cc2ccc(C)cc2)[C@H](B(C)O)[C@H]1CCCCOC(C)=O.CCOP(=O)(OCC)OCC.CCOP(=O)(OCC)OCC
**Gap between HOMO and LUMO**: 8.479 eV
**Charge**: 0
**ΔE to the lowest compared entry with this formula, charge and spin**: 3.247 eV
**Largest force on an atom**: 0.152 Eh/bohr

Atoms and positions in Å:
C 3.123488 -7.351416 -2.136832
C 4.059216 -6.347868 -2.876632
C 3.815877 -4.868560 -2.480001
F 4.661146 -4.130924 -3.320225
C 2.340739 -4.458799 -2.781553
O 2.039947 -5.049621 -4.064983
S 1.299990 -4.064008 -5.098279
O 0.589656 -4.906240 -6.018864
O 2.187283 -3.181451 -5.796713
C 0.057183 -3.214345 -4.114550
C -0.976368 -2.452184 -4.958340
C -2.138802 -1.897726 -4.114845
C -2.845242 -2.714189 -3.240610
C -3.902935 -2.179337 -2.500057
C -4.218230 -0.836977 -2.658383
C -5.347677 -0.181119 -1.843550
C -3.524501 -0.027614 -3.561967
C -2.461486 -0.551047 -4.303074
C 0.791980 -2.367389 -3.008145
B 0.991855 -0.815193 -3.383083
C 1.806135 -0.287744 -4.657742
O 0.426849 0.142483 -2.557620
C 2.247086 -2.914612 -2.729722
C 2.601762 -2.384637 -1.283487
C 3.670598 -1.268353 -1.289619
C 5.139595 -1.743354 -1.514382
C 5.621172 -1.239833 -2.887007
O 6.095244 0.124456 -2.663750
C 5.834910 0.922282 -3.753273
C 6.511002 0.509201 -5.070719
O 5.152162 1.913363 -3.689901
H 2.450192 -7.825672 -2.864455
H 3.763301 -8.116923 -1.675669
H 2.545640 -6.842031 -1.353983
H 4.049030 -6.443145 -3.969062
H 5.103861 -6.547890 -2.577328
H 4.071721 -4.752568 -1.419461
H 1.744871 -4.873726 -1.950559
H -0.490335 -4.008085 -3.578947
H -1.441542 -3.198170 -5.631620
H -0.548820 -1.695814 -5.629255
H -2.539499 -3.759663 -3.163468
H -4.436146 -2.838849 -1.814044
H -4.969492 0.794463 -1.503897
H -6.245634 -0.041817 -2.459411
H -5.562822 -0.811753 -0.968556
H -3.812210 1.019641 -3.689385
H -1.908549 0.091965 -4.988493
H 0.167565 -2.429577 -2.101110
H 1.850887 0.812098 -4.681265
H 2.855999 -0.632901 -4.637738
H 1.373037 -0.726279 -5.568099
H 1.003867 0.916999 -2.633069
H 2.957376 -2.416408 -3.398714
H 1.706063 -1.955167 -0.805053
H 2.949326 -3.180093 -0.606506
H 3.639141 -0.806426 -0.286390
H 3.440002 -0.441877 -1.985358
H 5.304450 -2.813770 -1.352753
H 5.753524 -1.210369 -0.769593
H 4.780481 -1.154391 -3.595870
H 6.414575 -1.847479 -3.346049
H 7.603000 0.455055 -4.963076
H 6.189820 1.198747 -5.858529
H 6.177425 -0.495215 -5.384845
C -0.487273 0.677039 5.623924
C -0.289297 0.176489 4.204353
O 0.221347 1.206474 3.353453
P 1.822781 1.518154 3.375996
O 2.395757 0.340040 2.653083
O 1.900348 2.608558 2.138432
C 2.871525 2.468870 1.101786
C 2.235818 1.874511 -0.134718
O 1.617660 2.785519 4.417760
C 2.783110 3.559826 4.785924
C 2.871261 4.830642 3.961516
H 0.472778 0.899524 6.096154
H -1.000539 -0.071876 6.228719
H -1.071185 1.597949 5.629415
H 0.374143 -0.693391 4.185079
H -1.249387 -0.128413 3.787594
H 3.723120 1.875127 1.434974
H 3.250248 3.468246 0.870783
H 1.757689 0.917314 0.079282
H 2.980226 1.723832 -0.920400
H 1.453523 2.535085 -0.516133
H 3.692030 2.961445 4.686677
H 2.667959 3.815827 5.839643
H 3.289744 4.632631 2.976337
H 3.518474 5.559611 4.452172
H 1.884223 5.268696 3.814164
C -8.396408 1.557103 5.837064
C -7.107893 0.931161 5.332856
O -6.383410 1.831004 4.493806
P -5.452470 2.979843 5.189042
O -4.308077 2.187471 5.734284
O -4.728122 3.594012 3.844183
C -3.310871 3.780072 3.797588
C -2.652607 2.663633 3.018872
O -6.643885 4.114065 5.038073
C -6.353243 5.465331 5.465173
C -5.984830 6.339458 4.281011
H -8.187354 2.380486 6.523437
H -9.003527 0.818913 6.363757
H -8.974504 1.967083 5.008729
H -6.480234 0.603293 6.167028
H -7.338482 0.054198 4.727339
H -2.892135 3.864097 4.801211
H -3.124355 4.732145 3.292760
H -2.897744 1.685318 3.435299
H -1.568379 2.776649 3.015739
H -3.006223 2.660233 1.985702
H -5.563353 5.470790 6.220349
H -7.261413 5.847653 5.932350
H -4.947527 6.187783 3.987514
H -6.103212 7.394484 4.534056
H -6.605565 6.105842 3.416331

Atoms 1-2, force components in eV/Å:
0.637 0.252 -0.597
0.583 0.217 0.799

---

[2]
Below is C35H45EuINO4 as an isolated structure, with properties calculated with ωB97M-V/def2-TZVPD.

Values from the calculation:
**Gap between HOMO and LUMO (spin up / spin down)**: 6.242 / 5.581 eV
**Charge**: -1
**Expectation value of S²**: 15.790
**2S+1**: 8
**Largest force on an atom**: 0.191 Eh/bohr

Atoms and positions in Å:
Eu 0.441946 1.929352 0.041040
C -3.134354 -3.408848 -2.528160
C -2.482954 -2.518648 -3.617160
C -3.632454 -2.018948 -4.521560
C -1.546954 -3.434648 -4.436560
C -1.689654 -1.316348 -3.041660
C -1.563654 -1.084648 -1.726960
C -0.824754 0.074752 -1.197260
N -0.676254 0.367652 0.033140
C -0.860854 0.132252 1.393640
C -1.673254 -0.940748 1.787740
C -1.895654 -1.270748 3.125640
C -1.263954 -0.467848 4.082440
C -0.430354 0.650452 3.775940
C -0.192354 1.022452 2.398840
O 0.552546 2.063052 2.118940
C 0.209646 1.444152 4.977140
C 1.755946 1.399352 4.914940
C -0.148854 0.870652 6.379940
C -0.287754 2.909152 5.005740
C -2.792654 -2.464248 3.489640
C -2.214754 -3.757048 2.871740
C -4.216054 -2.231148 2.936840
C -2.930954 -2.712048 5.009440
C -0.123854 1.059252 -2.265460
O 0.548046 2.056652 -1.988660
C -0.324254 0.687052 -3.718360
C -1.057254 -0.412748 -3.988760
C 0.292346 1.522352 -4.871060
C 1.246546 0.624852 -5.697560
C 1.114246 2.769452 -4.475060
C -0.838754 2.031652 -5.798160
H -3.689454 -4.240848 -2.978160
H -3.846854 -2.842148 -1.917260
H -2.382254 -3.849348 -1.863360
H -4.241154 -2.855648 -4.884460
H -3.266354 -1.488448 -5.406760
H -4.296554 -1.338748 -3.975360
H -2.082154 -4.319048 -4.802260
H -0.705754 -3.785048 -3.827060
H -1.134054 -2.928848 -5.315660
H -1.999754 -1.728748 -0.983960
H -2.151454 -1.531848 1.024240
H -1.425554 -0.716348 5.121740
H 2.114546 0.366452 4.833240
H 2.200246 1.833952 5.818740
H 2.173746 1.961252 4.076340
H 0.197846 -0.162948 6.496640
H -1.228354 0.903852 6.568940
H 0.326046 1.452652 7.179840
H 0.072946 3.506552 4.165240
H 0.055146 3.424352 5.911340
H -1.383354 2.950552 4.995340
H -2.189854 -3.719748 1.777040
H -2.817054 -4.630548 3.147540
H -1.189954 -3.935548 3.218440
H -4.230654 -2.159848 1.843740
H -4.645454 -1.303248 3.332940
H -4.886654 -3.053348 3.212540
H -1.960654 -2.922848 5.473940
H -3.578154 -3.573948 5.212040
H -3.375554 -1.850048 5.520440
H -1.195854 -0.679548 -5.032760
H 2.047346 0.219352 -5.067860
H 1.718146 1.190452 -6.510060
H 0.727646 -0.219948 -6.163260
H 1.988846 2.504352 -3.870660
H 0.505946 3.500752 -3.931460
H 1.498546 3.285752 -5.363960
H -1.396554 1.213552 -6.266460
H -0.436554 2.644152 -6.613960
H -1.553854 2.648852 -5.241760
I 9.629046 0.704952 0.662540
C 7.679346 1.351152 0.334540
C 6.608846 0.555152 0.738540
C 5.299946 0.992552 0.516540
C 5.044346 2.224552 -0.108760
C 6.140346 3.008552 -0.506660
C 7.451746 2.577352 -0.287860
C 3.621846 2.696052 -0.348160
O 3.474246 3.822152 -0.919660
O 2.685246 1.929352 0.041040
H 6.767046 -0.402248 1.224440
H 4.458846 0.375352 0.829840
H 5.955546 3.965852 -0.992560
H 8.272846 3.210252 -0.609060
H -0.785054 3.642952 0.041040

Atoms 1-2, force components in eV/Å:
4.702 8.436 1.915
0.212 0.312 0.152

---

[3]
Below is C46H54CsO5PSSe as an isolated structure, with properties calculated with ωB97M-V/def2-TZVPD.

Values from the calculation:
**Gap between HOMO and LUMO**: 5.386 eV
**Charge**: -2
**ΔE to the lowest compared entry with this formula, charge and spin**: 2.435 eV
**Largest force on an atom**: 0.043 Eh/bohr

Atoms and positions in Å:
Cs -0.972603 1.737819 0.431556
C -2.125887 -6.195868 2.925616
C -3.196611 -5.572867 2.013815
C -4.588134 -5.865616 2.599002
C -3.110422 -6.264373 0.650543
C -2.961860 -4.068135 1.906755
C -2.602423 -3.426048 0.723587
C -2.329646 -2.074331 0.715704
Se -1.799599 -1.155678 -0.892988
C -0.011391 -1.823434 -1.165903
C 0.204734 -3.169375 -1.373074
C 1.489643 -3.659995 -1.590343
C 2.504392 -2.708975 -1.665367
C 2.329728 -1.340024 -1.517966
C 1.023512 -0.825880 -1.170285
O 0.732746 0.381860 -0.882401
C 3.594021 -0.477765 -1.694455
C 4.545723 -0.746054 -0.515229
C 4.305183 -0.849922 -3.007335
C 3.345859 1.030612 -1.752141
C 1.817326 -5.143687 -1.741059
C 2.759620 -5.578869 -0.605751
C 0.561600 -6.014251 -1.662145
C 2.497648 -5.411119 -3.093309
C -2.424054 -1.222033 1.867773
O -2.102051 0.002822 1.761137
C -2.890144 -1.885802 3.061193
C -3.085397 -3.259459 3.036143
C -3.148738 -1.173069 4.401296
C -4.538715 -1.564310 4.934390
C -3.123344 0.359116 4.340623
C -2.082405 -1.617395 5.417627
H -2.258816 -7.281487 3.000343
H -2.171574 -5.769954 3.929378
H -1.133211 -5.991195 2.520006
H -4.772823 -6.944866 2.641315
H -5.357812 -5.405375 1.976218
H -4.684251 -5.464492 3.608943
H -3.322088 -7.331611 0.762846
H -2.111632 -6.158872 0.224624
H -3.833413 -5.842681 -0.050649
H -2.535612 -3.968976 -0.210125
H -0.650301 -3.831220 -1.354490
H 3.509991 -3.070761 -1.865404
H 4.815371 -1.803300 -0.461192
H 4.050321 -0.475728 0.419516
H 5.464585 -0.156207 -0.611024
H 4.601085 -1.900392 -3.036924
H 5.206368 -0.240363 -3.130553
H 3.639989 -0.660683 -3.852376
H 2.886899 1.376026 -0.835512
H 2.674053 1.289631 -2.571532
H 4.301609 1.548269 -1.900230
H 2.286140 -5.380441 0.357601
H 3.696561 -5.020438 -0.639773
H 2.989422 -6.648600 -0.672408
H 0.082101 -5.902691 -0.688201
H 0.828578 -7.066720 -1.794587
H -0.156910 -5.742072 -2.437876
H 3.437738 -4.863283 -3.173768
H 1.846477 -5.086870 -3.907521
H 2.710874 -6.478461 -3.220829
H -3.374747 -3.743861 3.965602
H -5.308743 -1.259503 4.222684
H -4.730756 -1.063485 5.888765
H -4.632137 -2.640628 5.093267
H -3.843374 0.736142 3.615253
H -2.146667 0.731602 4.050074
H -3.379523 0.756536 5.329998
H -2.091151 -2.701530 5.553189
H -2.252528 -1.144198 6.391124
H -1.093433 -1.330187 5.055873
O -1.632630 4.798547 2.941426
S -1.273001 4.588145 1.558105
O 0.048857 3.975491 1.365303
O -2.287174 3.958465 0.729736
C -1.071105 6.198233 0.802011
C -1.548750 7.345318 1.407265
C -1.433471 8.559610 0.748148
C -0.843045 8.601650 -0.507803
C -0.368586 7.443308 -1.107602
C -0.475165 6.212184 -0.460915
P 0.108481 4.576948 -1.129752
C 0.078729 4.996193 -2.943096
C -1.134917 5.412343 -3.500905
C -1.277661 5.590818 -4.866874
C -0.212022 5.327821 -5.718249
C 0.982549 4.865852 -5.187872
C 1.123009 4.694042 -3.817157
C 1.914049 4.816640 -0.796826
C 2.645028 5.891866 -1.301911
C 3.999258 6.017524 -1.033692
C 4.646132 5.068306 -0.253913
C 3.928814 3.999033 0.258083
C 2.571757 3.879290 -0.007148
H -2.001310 7.264993 2.387875
H -1.806444 9.467914 1.206367
H -0.752740 9.551185 -1.023724
H 0.073129 7.510802 -2.092755
H -1.975937 5.596840 -2.841193
H -2.225212 5.925596 -5.273059
H -0.319443 5.464999 -6.787828
H 1.810211 4.630725 -5.847184
H 2.057015 4.315052 -3.420596
H 2.157767 6.634820 -1.919786
H 4.552559 6.858300 -1.437478
H 5.706006 5.164557 -0.048330
H 4.426703 3.250513 0.862535
H 2.003586 3.061110 0.410137

Atoms 1-2, force components in eV/Å:
0.294 -0.836 -0.823
-0.061 -0.002 -0.071

---

[4]
Below is a 2-piece molecular cluster, C3H8O overall, with properties calculated with ωB97M-V/def2-TZVPD.

Values from the calculation:
**SMILES**: C=CC.O
**Gap between HOMO and LUMO**: 11.061 eV
**Charge**: 0
**ΔE to the lowest compared entry with this formula, charge and spin**: 0.678 eV
**Largest force on an atom**: 0.004 Eh/bohr

Atoms and positions in Å:
C 0.072696 -1.088508 0.576589
C -0.060661 -0.627629 -0.665444
C 0.872357 0.353755 -1.315299
H 0.883239 -0.752808 1.222353
H -0.622334 -1.805420 1.003215
H -0.894666 -0.982560 -1.271971
H 1.509978 0.847137 -0.574320
H 0.323526 1.125546 -1.865154
H 1.523075 -0.155267 -2.036695
O -1.567014 1.114610 1.782401
H -1.330135 0.619428 0.988609
H -0.710061 1.351717 2.155717

Atoms 1-2, force components in eV/Å:
0.034 -0.028 -0.185
0.043 -0.088 0.129

---

[5]
Below is a 2-piece molecular cluster, C5H10O overall, with properties calculated with ωB97M-V/def2-TZVPD.

Values from the calculation:
**Gap between HOMO and LUMO (spin up / spin down)**: 8.151 / 8.155 eV
**Charge**: 0
**ΔE to the lowest compared entry with this formula, charge and spin**: 4.123 eV
**Largest force on an atom**: 0.108 Eh/bohr

Atoms and positions in Å:
C -1.570981 -0.289541 -0.067988
C -2.076665 1.072984 -0.232986
C 1.190137 0.747621 0.496234
C 1.394215 -1.653299 -0.202157
C 0.805608 -0.315118 -0.465162
O -2.046750 -1.295110 0.377074
H -3.242369 1.271082 -0.305954
H -1.686196 1.785911 -1.058711
H -1.912312 1.711665 0.597821
H 2.268185 0.763799 0.876261
H 1.028045 1.694223 0.234947
H 0.706556 0.548502 1.539890
H 2.420464 -1.487219 -0.190120
H 1.072813 -2.357231 -0.910874
H 0.886133 -2.084036 0.774954
H 0.763119 -0.114239 -1.463233

Atoms 1-2, force components in eV/Å:
3.014 -1.998 0.061
-3.014 3.157 -2.114

---

[6]
Below is C20H29AlBN9Se3Te as an isolated structure, with properties calculated with ωB97M-V/def2-TZVPD.

Values from the calculation:
**Gap between HOMO and LUMO (spin up / spin down)**: 5.090 / 6.639 eV
**Charge**: -1
**Expectation value of S²**: 0.762
**2S+1**: 2
**ΔE to the lowest compared entry with this formula, charge and spin**: 3.061 eV
**Largest force on an atom**: 0.069 Eh/bohr

Atoms and positions in Å:
Al 1.709521 1.014737 -0.753625
C 2.783864 -1.210814 4.068909
C 1.633646 -1.596177 3.145376
C 0.948139 -2.846257 2.935414
C -0.068740 -2.524000 2.053491
N 0.079756 -1.212180 1.745893
N 1.078283 -0.711404 2.419001
B -0.676036 -0.219947 0.847890
N -0.331356 1.226946 1.213070
C -0.775179 2.027245 2.170456
C 0.085048 3.122036 2.344455
C 1.144012 2.824756 1.464382
C 2.421915 3.520392 1.323454
N 0.834168 1.733856 0.826157
N -0.227363 -0.583194 -0.728432
C -0.945156 -1.845774 -1.124917
C 0.013418 -2.839545 -1.240298
C 1.258168 -2.291492 -0.893860
C 2.616448 -2.928507 -1.070682
N 1.141904 -0.983169 -0.638022
N -2.202784 -0.460455 0.983399
C -2.829845 -0.784180 2.122607
C -4.139515 -0.480858 1.952509
C -4.181946 0.049866 0.610797
C -5.379711 0.569638 -0.158328
N -2.978256 0.076350 0.070445
H 3.024331 -0.121741 3.957860
H 2.485083 -1.500777 5.161398
H 3.649818 -1.807052 3.807465
H 1.108322 -3.855532 3.316286
H -0.832770 -3.116472 1.581299
H -1.784577 1.877695 2.651984
H -0.130275 3.946989 3.037626
H 2.343720 4.511931 1.728443
H 3.226492 2.969806 1.833416
H 2.764598 3.751636 0.338485
H -1.995981 -1.833012 -1.238994
H -0.269047 -3.830168 -1.545952
H 2.849828 -2.872826 -2.171146
H 3.309218 -2.332928 -0.479387
H 2.668777 -3.969921 -0.892329
H -2.295644 -1.073095 2.995281
H -4.897421 -0.586724 2.718221
H -5.270517 1.641900 -0.358027
H -5.484790 0.044547 -1.092798
H -6.257971 0.397506 0.453354
Se 2.696033 2.521035 -2.272211
Se 4.973005 2.850270 -1.628265
Te 5.492725 0.440731 -1.098262
Se 3.781162 0.252675 0.531963
C -1.866953 0.123802 -3.267124
C -0.460123 0.541210 -2.937288
C -0.431327 2.102759 -3.351439
C 0.512516 -0.251325 -3.758678
N -0.117818 0.687498 -1.502116
H -2.160693 0.375212 -4.346290
H -2.607752 0.686120 -2.618446
H -2.108935 -0.996191 -3.113892
H -0.363966 2.335001 -4.432999
H 0.311475 2.586912 -2.775601
H -1.331556 2.495083 -2.915849
H 0.407698 -0.406762 -4.816044
H 0.536235 -1.312162 -3.457349
H 1.514676 0.078504 -3.732138

Atoms 1-2, force components in eV/Å:
-0.175 -1.949 0.105
-1.146 -0.436 1.044